A molecular structure, CN3O3S in a non-equilibrium geometry, computed with ωB97M-V/def2-TZVPD.

Gap between HOMO and LUMO (eV): 8.82
Max |F| (eV Å⁻¹): 1.1
HOMO energy (eV): -4.89
E_tot (eV): -22482.124
Charge: -1

The geometry in XYZ format:
```
8
Properties=species:S:1:pos:R:3:nbo_charge:R:1
C 1.91 1.05 1.57 0.571
N 2.90 1.64 1.57 -0.582
N -1.19 -0.79 0.09 -0.443
N -1.55 -0.84 -1.14 0.505
O -0.62 -0.20 -1.87 -0.513
O -2.56 -1.41 -1.60 -0.491
O 0.84 0.41 1.62 -0.694
S 0.27 0.13 -0.24 0.648
```

***

A single C2H5N3O2 molecule in a non-equilibrium geometry, computed with ωB97M-V/def2-TZVPD.

Gap between HOMO and LUMO (eV): 9.83
Max |F| (eV Å⁻¹): 3.5
HOMO energy (eV): -9.36
E_tot (eV): -10718.481
Charge: 0
SMILES string: [H]/N=C(/N)N(O)C=O

The geometry in XYZ format:
```
12
Properties=species:S:1:pos:R:3:nbo_charge:R:1
H 1.68 -0.40 1.38 0.374
N 1.44 0.53 1.09 -0.742
C 0.41 0.74 0.42 0.545
N 0.05 1.90 -0.06 -0.826
N -0.55 -0.31 0.20 -0.215
O -1.73 0.20 -0.38 -0.572
C -0.16 -1.41 -0.57 0.522
O 0.94 -1.89 -0.62 -0.538
H -0.85 2.12 -0.53 0.430
H 0.77 2.62 0.14 0.418
H -2.34 0.21 0.31 0.476
H -1.07 -1.94 -0.95 0.128
```

***

2 unconnected molecules or ions with the total composition C2H3NO in a non-equilibrium geometry, computed with ωB97M-V/def2-TZVPD.

Gap between HOMO and LUMO (eV): 10.01
Max |F| (eV Å⁻¹): 5.1
HOMO energy (eV): -10.23
E_tot (eV): -5652.629
Charge: 0

The geometry in XYZ format:
```
7
Properties=species:S:1:pos:R:3:nbo_charge:R:1
C -0.09 0.65 -0.51 -0.320
C -0.12 -0.52 0.46 0.277
N 1.04 -0.31 -0.21 -0.136
O 0.92 -0.13 1.29 -0.388
H -0.42 0.70 -1.60 0.234
H -0.06 1.48 0.06 0.204
H -1.26 -1.87 0.51 0.129
```

***

A single C6H6N4S2 molecule in a non-equilibrium geometry, computed with ωB97M-V/def2-TZVPD.

Gap between HOMO and LUMO (eV): 8.09
Max |F| (eV Å⁻¹): 4.6
HOMO energy (eV): -7.91
E_tot (eV): -33947.854
Charge: 0
SMILES string: N/N=c1/[nH]nc(-c2cccs2)s1

The geometry in XYZ format:
```
18
Properties=species:S:1:pos:R:3:nbo_charge:R:1
N -0.75 1.25 3.83 -0.675
N 0.51 1.65 3.24 -0.375
C 0.52 1.06 2.14 0.231
N 1.64 0.98 1.30 -0.425
N 1.41 0.62 -0.01 -0.210
C 0.19 0.17 -0.11 0.005
C -0.23 -0.50 -1.25 -0.321
C 0.47 -0.74 -2.45 -0.193
C -0.28 -1.36 -3.48 -0.265
C -1.52 -1.70 -3.02 -0.427
S -1.79 -1.15 -1.44 0.501
S -0.77 0.15 1.36 0.318
H -0.36 0.57 4.52 0.351
H -0.95 2.05 4.44 0.358
H 2.50 1.43 1.48 0.408
H 1.51 -0.29 -2.66 0.238
H 0.11 -1.74 -4.42 0.233
H -2.21 -2.45 -3.46 0.247
```

***

5 unconnected molecules or ions with the total composition C17H36O18PS in a non-equilibrium geometry, computed with ωB97M-V/def2-TZVPD.

Gap between HOMO and LUMO (eV): 6.96
Max |F| (eV Å⁻¹): 7.2
HOMO energy (eV): -5.10
E_tot (eV): -75193.280
Charge: -1

The geometry in XYZ format:
```
73
Properties=species:S:1:pos:R:3:mulliken_charge:R:1
O -0.66 -3.17 0.39 -0.461
P -0.35 -2.05 -0.71 0.862
O 0.28 -2.73 -2.22 -0.559
O 0.81 -0.95 0.05 -0.443
C -1.88 -0.98 -1.13 -0.439
S -3.53 -1.84 -0.90 1.066
O -4.12 -1.39 0.48 -0.663
O -3.41 -3.38 -0.99 -0.614
O -4.58 -1.23 -2.14 -0.719
H -0.06 -2.21 -3.00 0.342
H 1.45 -0.61 -0.66 0.274
H -1.91 -0.01 -0.46 0.090
H -1.81 -0.65 -2.25 0.250
C -4.70 4.25 -1.52 -1.037
C -4.82 3.93 -3.00 -0.167
O -3.78 4.57 -3.75 -0.363
C -2.55 4.01 -3.66 0.757
O -2.26 3.01 -3.01 -0.540
O -1.69 4.76 -4.39 -0.342
C -0.33 4.33 -4.30 -0.547
H -4.68 5.33 -1.36 0.303
H -5.54 3.82 -0.96 0.369
H -3.77 3.85 -1.09 0.242
H -5.77 4.31 -3.38 0.267
H -4.81 2.84 -3.18 0.328
H -0.23 3.27 -4.55 0.273
H 0.05 4.53 -3.30 0.231
H 0.26 4.91 -5.02 0.225
C 4.96 2.75 -3.19 -0.699
C 5.64 1.41 -3.42 -0.213
O 6.36 0.98 -2.26 -0.362
C 5.59 0.49 -1.25 0.737
O 4.38 0.37 -1.26 -0.525
O 6.42 0.17 -0.22 -0.337
C 5.73 -0.27 0.95 -0.577
H 5.69 3.49 -2.84 0.300
H 4.49 3.11 -4.11 0.370
H 4.19 2.67 -2.41 -0.039
H 6.38 1.52 -4.23 0.291
H 4.92 0.64 -3.74 0.296
H 5.05 -1.10 0.73 0.285
H 5.19 0.57 1.40 0.275
H 6.48 -0.62 1.67 0.210
C -1.64 -5.48 2.10 -0.861
C -0.96 -6.82 1.86 -0.179
O -0.24 -7.24 3.03 -0.339
C -1.01 -7.74 4.04 0.754
O -2.22 -7.86 4.03 -0.556
O -0.18 -8.06 5.07 -0.333
C -0.87 -8.50 6.24 -0.624
H -0.91 -4.73 2.45 0.274
H -2.11 -5.12 1.18 0.197
H -2.41 -5.55 2.88 0.356
H -0.22 -6.71 1.06 0.262
H -1.68 -7.58 1.54 0.284
H -1.55 -9.32 6.02 0.285
H -1.41 -7.66 6.68 0.286
H -0.12 -8.85 6.96 0.218
C -1.11 3.89 3.92 -1.117
C -1.64 3.16 2.70 -0.185
O -0.99 3.59 1.50 -0.328
C 0.27 3.12 1.31 0.718
O 0.87 2.36 2.06 -0.571
O 0.75 3.65 0.16 -0.314
C 2.11 3.32 -0.10 -0.543
H -1.17 4.98 3.77 0.283
H -1.67 3.62 4.82 0.371
H -0.05 3.66 4.09 0.302
H -2.71 3.39 2.58 0.326
H -1.56 2.07 2.81 0.318
H 2.26 2.23 -0.09 0.294
H 2.76 3.81 0.63 0.334
H 2.36 3.69 -1.10 0.096
```

***

A molecular structure, C15H17F3IN4O6PdS3, computed with ωB97M-V/def2-TZVPD.

Gap between HOMO and LUMO (spin up / spin down) (eV): 7.81 / 7.12
Max |F| (eV Å⁻¹): 0.7
HOMO energy (spin up / spin down) (eV): -5.46 / -5.48
<S²>: 2.0072
E_tot (eV): -86317.917
Multiplicity: 3
Charge: -1

The geometry in XYZ format:
```
50
Properties=species:S:1:pos:R:3:mulliken_spin:R:1
Pd 0.18 0.76 -0.13 1.410
N -4.44 -3.66 -5.88 0.000
C -3.65 -3.52 -4.73 0.000
C -2.34 -3.06 -4.82 0.000
C -1.55 -2.97 -3.69 -0.001
C -2.06 -3.32 -2.45 -0.001
C -3.37 -3.79 -2.35 0.000
C -4.15 -3.90 -3.48 0.000
S -1.05 -3.18 -1.01 0.002
O -1.63 -4.04 0.00 0.002
O 0.30 -3.46 -1.44 0.000
N -1.03 -1.65 -0.56 0.007
C -2.12 -1.05 -0.06 -0.008
N -3.37 -1.56 -0.13 0.006
C -4.35 -0.80 0.32 -0.001
C -4.16 0.46 0.86 0.004
C -2.85 0.90 0.93 -0.002
N -1.85 0.15 0.51 0.112
H -4.17 -3.04 -6.63 0.000
H -5.43 -3.62 -5.70 0.000
H -1.93 -2.78 -5.78 0.000
H -0.53 -2.62 -3.76 0.000
H -3.75 -4.07 -1.38 0.000
H -5.17 -4.27 -3.40 0.000
H -5.35 -1.22 0.24 0.000
H -4.98 1.07 1.22 0.000
H -2.58 1.87 1.34 0.000
O 1.15 -0.42 1.46 0.052
S 0.38 -1.57 2.09 0.005
C 1.08 -1.67 3.76 0.002
C 1.76 -3.03 3.90 0.001
C 2.34 -3.34 2.52 0.000
C 1.20 -3.08 1.54 0.001
H 0.29 -1.47 4.48 0.000
H 1.79 -0.85 3.77 0.000
H 1.02 -3.80 4.16 0.000
H 2.51 -3.01 4.68 0.000
H 2.69 -4.37 2.44 0.000
H 3.18 -2.68 2.30 0.000
H 0.44 -3.86 1.54 0.000
H 1.48 -2.90 0.50 -0.001
F 0.73 -0.61 -4.13 0.000
C 1.57 -0.06 -3.24 0.001
F 1.71 -0.90 -2.22 -0.001
F 2.76 0.09 -3.83 0.000
S 0.94 1.58 -2.71 -0.011
O 1.09 2.39 -3.87 0.009
O 1.78 1.89 -1.54 0.035
O -0.45 1.34 -2.26 0.046
I 0.12 2.99 1.40 0.327
```

***

Q: max |F| of number 4 (C6H6N4S2)?
A: 4.6 eV Å⁻¹